Below is a structure of composition C22H24Br40ClF9N5O3P2 at a distorted geometry, with properties calculated with ωB97M-V/def2-TZVPD.

XYZ file:
```
106
Properties=species:S:1:pos:R:3:forces:R:3
C 0.754165 2.405113 -5.519891 -0.5 0.8 -0.2
C -0.184539 3.059731 -4.498942 0.2 -0.4 -0.2
C -0.016222 2.568887 -3.038073 1.1 0.3 -0.3
Br 1.188263 1.030379 -2.768364 -0.5 -0.1 0.0
N -1.230593 2.449176 -2.246183 -0.7 0.0 0.0
C -2.269394 1.579557 -2.229110 -0.9 -1.2 -0.5
N -2.549075 0.526693 -3.042821 1.1 1.1 0.1
Cl -3.953655 -0.353395 -2.634697 0.1 -0.1 -0.1
P -1.734384 -0.084119 -4.491638 -1.0 -2.9 -1.9
N -2.662455 -1.131446 -5.166117 0.2 0.5 0.0
N -3.137891 1.847867 -1.237844 0.5 0.4 -0.2
C -2.682378 2.932393 -0.653655 -0.6 -1.4 0.5
P -3.753219 3.463702 0.745453 -2.6 0.8 0.0
O -4.381292 4.753413 0.544982 0.1 0.9 -1.2
O -4.956879 2.338910 0.770042 3.5 -0.3 -2.1
O -2.962078 3.443630 2.088430 1.0 -1.0 -0.8
N -1.564167 3.345529 -1.241111 0.6 1.3 0.8
C -0.833077 4.550914 -0.861282 0.2 1.6 0.1
F -0.393595 5.193179 -1.951021 0.7 -1.0 -0.4
F -1.672050 5.448693 -0.328887 -0.5 -1.4 0.0
C 0.289349 4.413497 0.248121 0.2 1.1 -0.8
F -0.298304 4.606059 1.427719 -0.2 -0.8 0.1
F 1.094782 5.477957 0.062085 0.1 -0.1 -0.3
C 1.190398 3.181175 0.263676 0.9 -0.2 2.0
F 0.499432 2.027045 0.226298 -0.4 0.2 -0.5
F 2.112587 3.226564 -0.699780 -0.5 0.1 -0.6
C 1.998633 3.112167 1.613571 0.8 -1.2 -0.6
F 2.846758 2.076273 1.450832 -0.1 0.1 0.1
F 2.740425 4.188327 1.819229 -0.5 0.2 0.3
F 1.219268 2.805655 2.632065 -0.1 0.6 0.2
H 0.652320 2.997145 -6.428441 0.0 -0.1 -0.2
H 0.486752 1.382000 -5.754683 0.3 -0.2 0.1
H 1.790885 2.508284 -5.220915 0.1 -0.3 0.1
H -1.223321 2.998239 -4.814496 -0.1 -0.2 0.0
H 0.063041 4.119078 -4.530657 -0.1 0.1 0.4
H 0.603300 3.326654 -2.582873 -0.2 0.1 0.4
H -1.579936 0.922019 -5.450969 0.3 0.8 1.0
H -0.537737 -0.762654 -4.204342 0.3 1.0 0.5
H -2.188765 -2.027349 -5.193678 -0.4 -0.3 0.1
H -5.670608 2.681312 0.212076 -0.1 0.1 0.0
H -3.308415 4.212087 2.598906 0.1 -0.2 -0.1
C -4.313165 8.859666 0.963479 0.0 0.1 0.0
Br -3.632310 10.619897 1.342945 0.0 -0.1 0.0
Br -5.658385 8.893643 -0.411669 0.1 0.0 0.0
Br -2.900123 7.622179 0.535234 -0.3 0.6 0.2
H -4.787402 8.499188 1.864911 0.0 0.0 0.0
C -6.949676 3.523933 4.154304 0.4 0.1 0.3
Br -8.167490 4.750925 3.307756 0.1 0.0 0.0
Br -5.550771 2.976953 2.923023 -3.0 0.7 3.3
Br -6.252890 4.241836 5.811923 0.0 0.0 -0.2
H -7.512345 2.636362 4.408285 0.0 0.0 0.0
C -1.258520 -5.239475 -5.103036 0.0 -0.2 0.0
Br -0.481004 -3.859275 -6.209848 0.0 -0.1 0.1
Br -2.854177 -4.633187 -4.211932 0.1 0.0 0.0
Br -1.562583 -6.853824 -6.098165 0.0 0.1 0.0
H -0.533993 -5.468936 -4.333881 0.0 0.0 0.0
C 2.774958 0.937200 6.066236 0.0 0.1 0.0
Br 4.246214 -0.162279 6.639390 -0.1 0.0 -0.1
Br 1.672441 0.056789 4.750020 0.1 -0.1 0.1
Br 1.725189 1.556015 7.554558 0.0 -0.1 -0.1
H 3.200607 1.809139 5.591397 0.0 0.0 0.0
C -1.553173 5.889443 5.884236 -0.1 0.2 0.2
Br -0.924983 4.865465 7.383337 -0.1 0.0 -0.1
Br -2.019934 4.741066 4.402717 0.4 0.0 0.5
Br -3.007040 7.052781 6.363044 0.0 -0.1 0.0
H -0.736344 6.514448 5.554404 0.0 0.0 0.0
C 2.327988 -4.784917 5.855305 0.1 0.0 0.1
Br 0.671077 -4.963459 6.819187 0.1 0.0 0.0
Br 3.708875 -5.905548 6.590156 -0.1 0.0 0.0
Br 2.084444 -5.091301 3.970377 0.0 0.1 0.1
H 2.652709 -3.762250 5.969023 0.0 0.1 0.0
C 2.934359 -5.081491 -3.263375 0.1 -0.1 -0.2
Br 3.731051 -3.694020 -4.337492 -0.1 -0.1 -0.1
Br 1.316270 -4.478217 -2.406096 0.1 0.1 0.0
Br 2.635464 -6.683995 -4.282150 -0.1 0.1 0.0
H 3.637886 -5.325872 -2.479582 0.0 0.0 0.0
C 6.782480 -7.682269 -5.882082 -0.2 0.0 0.1
Br 6.644057 -5.775098 -5.648773 -0.1 -0.1 0.0
Br 6.154753 -8.635873 -4.329678 0.0 0.0 -0.1
Br 5.898733 -8.265454 -7.488410 0.0 0.0 0.1
H 7.829636 -7.914892 -5.993193 0.0 0.0 0.0
C 4.668325 -0.755612 -0.179050 0.0 0.0 0.1
Br 4.891781 1.010195 -0.925703 0.0 -0.1 -0.1
Br 3.623890 -1.897385 -1.333602 0.0 0.3 0.2
Br 6.355196 -1.556889 0.271586 -0.1 0.0 -0.1
H 4.113878 -0.641140 0.741575 0.0 0.0 0.0
C -3.742925 -0.276542 4.844719 0.0 0.0 0.1
Br -5.160861 0.516790 5.875470 0.0 0.0 0.0
Br -4.033845 -0.048336 2.950228 0.2 -0.4 0.0
Br -2.014191 0.365680 5.403738 -0.1 0.0 -0.1
H -3.762991 -1.340403 5.042019 0.0 0.0 0.0
C -0.087206 -6.200382 0.902359 0.0 0.0 0.0
Br -0.236954 -4.291585 1.157183 0.0 0.0 0.0
Br -0.779263 -7.176507 2.407150 0.0 0.1 -0.1
Br -0.912912 -6.759094 -0.741393 -0.2 -0.1 0.1
H 0.966335 -6.430273 0.827185 0.0 0.0 0.0
C -4.498276 -4.586820 5.802073 -0.1 0.0 0.1
Br -5.917825 -3.795058 6.832359 0.1 0.0 -0.1
Br -4.781036 -4.354576 3.910190 0.1 0.1 0.1
Br -2.771530 -3.937327 6.360115 -0.1 0.1 -0.1
H -4.515832 -5.649000 5.997661 0.0 0.0 0.0
C 10.690921 -6.182606 -5.668074 0.0 0.0 0.0
Br 10.446415 -4.294181 -5.387759 0.0 -0.1 0.0
Br 10.090854 -7.214766 -4.155330 0.0 0.0 -0.1
Br 9.856947 -6.774850 -7.301401 0.2 0.0 -0.1
H 11.751895 -6.354972 -5.772197 0.0 0.0 0.0
```
Forces are in eV/Å.

Output
- spin multiplicity = 1
- charge = +1
- Kohn-Sham gap (eV) = 7.23

Below is a structure of composition C26H50BrO9PS at a distorted geometry, with properties calculated with ωB97M-V/def2-TZVPD.

XYZ file:
```
88
Properties=species:S:1:pos:R:3:forces:R:3
C -5.934473 3.684536 -2.905824 -0.1 -0.2 0.2
C -4.593276 3.013300 -2.587927 -0.1 0.2 -0.1
C -3.374424 3.944368 -2.647236 0.1 -0.2 0.2
Br -3.508206 4.846303 -4.402287 -0.1 0.0 -0.1
C -2.057115 3.189112 -2.283236 -0.1 0.2 0.4
C -2.321923 2.647292 -0.825158 0.1 -0.5 0.0
C -2.607514 1.135612 -0.888847 0.0 0.0 -0.2
C -1.232006 2.929528 0.194032 -0.4 0.0 0.4
C -1.463543 2.238178 1.543493 0.4 0.2 0.1
C -0.718536 0.928754 1.820738 -0.1 0.0 0.2
C -1.385692 0.165216 2.973023 0.1 -0.1 -0.1
C -0.975870 -1.296749 3.080706 0.1 0.0 -0.3
C 0.454532 -1.514118 3.565342 0.0 0.1 -0.2
C 0.774760 -3.005457 3.702829 -0.1 0.3 0.0
C 1.453280 -3.672591 2.501707 -0.2 0.0 0.2
C 2.275115 -4.908918 2.916128 0.1 0.0 -0.3
C 1.874721 -6.187078 2.182296 0.1 0.0 0.2
C 2.789943 -7.365816 2.521287 -0.1 -0.2 -0.2
C 4.065253 -7.398737 1.672374 0.2 -0.2 0.1
C 3.835102 -8.089926 0.324289 0.0 0.1 -0.1
O 4.476950 -7.443371 -0.770324 0.1 0.0 0.0
C 5.841399 -7.764773 -0.870375 0.0 0.0 0.1
O 0.035111 2.496985 -0.384740 0.0 -0.1 -0.1
S 0.637872 3.609610 -1.290548 -0.1 0.4 0.1
O 0.866137 4.779332 -0.504420 0.0 0.0 0.0
O 1.757995 3.029836 -1.975335 0.1 0.0 0.0
C -0.659967 3.923843 -2.546558 0.2 -0.3 -0.4
C -0.816460 5.430050 -2.895390 -0.1 0.0 0.0
C 0.084272 6.622455 -2.525838 0.0 0.1 0.1
C 1.601657 6.521026 -2.724979 0.0 0.0 -0.1
O -0.265542 7.088453 -1.214612 0.0 -0.1 0.0
P 0.081115 2.830248 -3.973206 -0.1 -0.1 0.2
C 1.242345 3.959244 -4.836157 0.2 -0.1 0.0
O -1.221673 2.940540 -5.021661 0.1 0.2 0.0
H -6.201012 3.598146 -3.956778 0.1 0.2 0.0
H -6.726369 3.200153 -2.330966 0.0 0.0 0.0
H -5.933018 4.738075 -2.622752 0.0 0.0 -0.1
H -4.672571 2.607906 -1.581951 0.1 -0.1 0.0
H -4.421890 2.178346 -3.270842 0.0 0.0 0.0
H -3.507221 4.749184 -1.922243 0.0 0.1 -0.1
H -2.037696 2.290544 -2.899242 0.0 0.0 -0.1
H -3.199149 3.138805 -0.397424 0.0 0.1 -0.1
H -3.185257 0.787470 -0.033806 0.1 0.0 0.1
H -1.673448 0.577199 -0.939117 0.0 0.0 0.0
H -3.170092 0.881489 -1.786581 -0.1 0.0 0.0
H -1.164032 4.002253 0.385698 0.1 0.0 -0.2
H -1.177364 2.947582 2.324233 -0.1 0.0 0.0
H -2.539166 2.086794 1.664708 0.0 0.0 -0.1
H 0.310307 1.169382 2.094790 0.1 -0.1 -0.1
H -0.670431 0.281344 0.942359 -0.1 0.0 0.0
H -1.158745 0.666250 3.920065 -0.1 0.0 0.0
H -2.472866 0.208751 2.827282 0.0 0.0 0.1
H -1.644405 -1.820017 3.783591 0.0 0.1 0.2
H -1.103264 -1.761780 2.087386 0.0 0.0 0.0
H 1.181019 -1.013867 2.899528 0.0 0.0 0.0
H 0.537168 -1.052948 4.553441 -0.1 -0.1 0.1
H 1.367900 -3.155653 4.605847 0.0 0.0 0.0
H -0.179372 -3.494427 3.913541 0.2 -0.3 0.2
H 0.687459 -4.001536 1.788729 0.0 0.1 -0.1
H 2.090997 -2.951786 1.975542 0.0 0.0 0.0
H 2.163647 -5.072740 3.990157 0.0 0.0 0.0
H 3.340460 -4.723986 2.721779 0.0 0.0 0.1
H 0.847844 -6.433454 2.462270 0.0 0.1 -0.1
H 1.894028 -6.011662 1.099272 -0.1 0.0 0.0
H 2.250642 -8.306918 2.354000 0.0 0.0 0.1
H 3.040209 -7.354268 3.584240 0.0 0.1 0.0
H 4.438300 -6.390076 1.475025 -0.1 0.0 0.0
H 4.854174 -7.921103 2.222764 0.0 0.0 0.0
H 4.175756 -9.133799 0.367606 -0.1 0.0 0.0
H 2.771573 -8.094961 0.081302 0.0 0.1 0.0
H 5.990768 -8.714348 -1.402583 0.0 0.0 0.0
H 6.337496 -6.969291 -1.426992 0.0 0.0 0.0
H 6.317002 -7.843648 0.113483 0.0 0.0 0.0
H -0.922169 5.458835 -3.980705 0.0 0.0 0.0
H -1.785379 5.754093 -2.520466 0.1 0.0 0.0
H -0.268527 7.396594 -3.219277 0.0 -0.1 -0.1
H 2.003029 5.516405 -2.636731 0.0 0.0 0.1
H 2.091769 7.137712 -1.972607 0.0 0.0 0.0
H 1.877164 6.906684 -3.709917 0.0 0.0 0.0
H -0.271466 8.048219 -1.239379 0.1 0.0 0.0
H 1.353676 3.571429 -5.852776 0.0 0.0 0.0
H 0.942631 5.004719 -4.889893 -0.1 0.0 0.0
H 2.212858 3.872469 -4.349746 0.0 0.1 0.0
H -0.922309 2.832982 -5.928761 -0.1 0.0 -0.1
C -1.290475 -3.183661 5.971255 0.6 0.1 -1.0
O -0.422600 -2.448904 6.585053 -0.1 0.1 0.4
O -2.325391 -2.626491 5.411696 -0.5 0.0 0.3
O -1.043531 -4.434779 5.741306 -0.2 -0.3 0.4
```
Forces are in eV/Å.

Output
- spin multiplicity = 1
- charge = -2
- Kohn-Sham gap (eV) = 0.96

Record-wise HOMO values, in eV: -11.43 1.78